# C2HNO

A single C2HNO molecule at a distorted geometry (ωB97M-V with the def2-TZVPD basis set, the Open Molecules 2025 dataset).

Positions of all 5 atoms, in Å:
C  0.41  0.00  -0.41
C  1.25  0.59  -1.37
N  1.23  -0.78  -1.06
O  1.70  1.48  -2.00
H  -0.33  -0.09  0.35

Values from the calculation:
- largest force on an atom (hartree/bohr) = 0.02619
- LUMO (eV) = 0.101
- ΔE to the lowest compared entry with this formula, charge and spin (eV) = 1.421

# C2HNO2S

A single C2HNO2S molecule at a distorted geometry (ωB97M-V with the def2-TZVPD basis set, the Open Molecules 2025 dataset).

Positions of all 7 atoms, in Å:
C  0.22  0.17  -0.23
C  -1.04  -0.54  1.42
H  -1.86  -1.23  1.99
N  0.13  -0.52  1.85
O  -1.14  -0.36  0.01
O  0.81  0.16  0.94
S  0.53  0.54  -1.85

Values from the calculation:
- largest force on an atom (hartree/bohr) = 0.12951
- LUMO (eV) = 0.103
- ΔE to the lowest compared entry with this formula, charge and spin (eV) = 3.808

# C2HNO3

A single C2HNO3 molecule at a distorted geometry (ωB97M-V with the def2-TZVPD basis set, the Open Molecules 2025 dataset).

Positions of all 7 atoms, in Å:
C  -0.17  0.08  -0.45
C  -0.65  1.47  -0.63
N  -0.68  -0.71  -1.33
O  -0.45  2.45  0.01
O  -1.27  1.38  -1.87
O  -1.35  0.03  -2.23
H  0.36  -0.08  0.42

Values from the calculation:
- largest force on an atom (hartree/bohr) = 0.05564
- LUMO (eV) = -0.220
- ΔE to the lowest compared entry with this formula, charge and spin (eV) = 3.923

# C2HNO3

A single C2HNO3 molecule at a distorted geometry (ωB97M-V with the def2-TZVPD basis set, the Open Molecules 2025 dataset).

Positions of all 7 atoms, in Å:
C  1.06  0.20  -0.05
C  -0.93  -0.39  0.00
H  -1.83  -1.14  0.28
N  -1.04  0.85  0.00
O  2.27  0.00  0.04
O  0.11  -0.86  -0.17
O  0.36  1.34  -0.10

Values from the calculation:
- largest force on an atom (hartree/bohr) = 0.26928
- LUMO (eV) = 0.548
- ΔE to the lowest compared entry with this formula, charge and spin (eV) = 2.767

# C2HNO4

2 unconnected molecules or ions with the total composition C2HNO4 at a distorted geometry (ωB97M-V with the def2-TZVPD basis set, the Open Molecules 2025 dataset).

Positions of all 8 atoms, in Å:
C  1.28  -0.05  0.01
C  0.25  0.69  0.57
N  -1.28  -0.42  -0.29
O  1.71  -1.12  0.39
O  0.07  1.69  1.18
O  -1.55  -0.11  -1.41
O  -1.90  -1.14  0.45
H  1.43  0.46  -0.90

Values from the calculation:
- largest force on an atom (hartree/bohr) = 0.11967
- LUMO (spin up / spin down) (eV) = -0.717 / -3.478
- ΔE to the lowest compared entry with this formula, charge and spin (eV) = 0.743
- 2S+1 = 3

# C2HO2Zn

A molecular structure, C2HO2Zn at a distorted geometry (ωB97M-V with the def2-TZVPD basis set, the Open Molecules 2025 dataset).

Positions of all 6 atoms, in Å:
C  1.28  0.07  0.01
C  2.24  -0.68  0.17
H  3.12  -1.29  0.15
O  -2.90  -0.77  0.04
Zn  -1.59  0.35  -0.03
O  0.12  0.56  -0.04

Values from the calculation:
- largest force on an atom (hartree/bohr) = 0.07248
- LUMO (eV) = 3.391
- total charge = -1
- ΔE to the lowest compared entry with this formula, charge and spin (eV) = 0.000

# C2HO3Tl

A molecular structure, C2HO3Tl at a distorted geometry (ωB97M-V with the def2-TZVPD basis set, the Open Molecules 2025 dataset).

Positions of all 7 atoms, in Å:
O  0.04  1.54  0.74
C  0.53  0.52  0.39
C  -0.08  -1.93  -0.76
O  -0.44  -2.85  -1.40
H  1.38  0.00  0.87
O  -0.39  -0.74  -0.53
Tl  -1.03  3.46  0.68

Values from the calculation:
- largest force on an atom (hartree/bohr) = 0.13501
- LUMO (spin up / spin down) (eV) = -5.774 / -5.688
- total charge = +1
- ΔE to the lowest compared entry with this formula, charge and spin (eV) = 2.338
- 2S+1 = 2

# C2HO4

2 unconnected molecules or ions with the total composition C2HO4 at a distorted geometry (ωB97M-V with the def2-TZVPD basis set, the Open Molecules 2025 dataset).

Positions of all 7 atoms, in Å:
C  -0.10  -3.46  -1.33
C  0.47  0.57  -0.43
O  -1.05  -3.27  -1.94
O  0.85  -3.89  -0.83
O  0.15  -0.62  -1.08
O  1.36  -0.52  -0.39
H  -0.30  0.51  0.58

Values from the calculation:
- largest force on an atom (hartree/bohr) = 0.06991
- LUMO (eV) = 3.421
- total charge = -1
- ΔE to the lowest compared entry with this formula, charge and spin (eV) = 6.688

Please write out number 2 again, unchanged.
# C2HNO2S

A single C2HNO2S molecule at a distorted geometry (ωB97M-V with the def2-TZVPD basis set, the Open Molecules 2025 dataset).

Positions of all 7 atoms, in Å:
C  0.22  0.17  -0.23
C  -1.04  -0.54  1.42
H  -1.86  -1.23  1.99
N  0.13  -0.52  1.85
O  -1.14  -0.36  0.01
O  0.81  0.16  0.94
S  0.53  0.54  -1.85

Values from the calculation:
- largest force on an atom (hartree/bohr) = 0.12951
- LUMO (eV) = 0.103
- ΔE to the lowest compared entry with this formula, charge and spin (eV) = 3.808